1.
{"formula": "C39H30BeF6NO2Sb2", "method": "the ωB97M-V functional and the def2-TZVPD basis", "gap_ha": 0.328, "e_tot_ev": -76292.4945, "total_charge": 1, "homo_energy_ev": -11.603, "elements": ["Be", "N", "C", "C", "C", "O", "O", "H", "H", "H", "H", "H", "H", "F", "C", "C", "C", "C", "C", "C", "Sb", "C", "C", "C", "C", "F", "C", "C", "C", "C", "C", "C", "F", "C", "C", "H", "H", "H", "H", "H", "H", "H", "H", "H", "H", "H", "H", "F", "C", "C", "C", "C", "C", "C", "Sb", "C", "C", "C", "C", "F", "C", "C", "C", "C", "C", "C", "F", "C", "C", "H", "H", "H", "H", "H", "H", "H", "H", "H", "H", "H", "H"], "positions_angstrom": [[0.648, -1.348, -0.183], [1.681, -2.324, -1.170], [2.942, -2.541, -0.372], [2.629, -3.273, 0.922], [1.757, -2.475, 1.877], [1.833, -2.582, 3.069], [0.880, -1.665, 1.276], [1.270, -3.228, -1.384], [1.922, -1.898, -2.063], [3.363, -1.558, -0.158], [3.670, -3.083, -0.966], [3.554, -3.536, 1.427], [2.105, -4.215, 0.714], [-7.331, -2.518, -2.983], [-6.149, -2.366, -2.376], [-6.022, -2.759, -1.061], [-4.795, -2.595, -0.429], [-3.720, -2.041, -1.121], [-3.878, -1.675, -2.461], [-5.102, -1.828, -3.097], [-1.909, -1.643, -0.112], [-2.205, 0.436, 0.292], [-2.627, 1.283, -0.737], [-2.773, 2.649, -0.523], [-2.469, 3.158, 0.722], [-2.615, 4.474, 0.933], [-2.018, 2.366, 1.756], [-1.885, 0.998, 1.533], [-2.300, -2.436, 1.794], [-1.657, -3.616, 2.170], [-1.891, -4.190, 3.410], [-2.778, -3.564, 4.261], [-3.009, -4.111, 5.459], [-3.442, -2.402, 3.926], [-3.201, -1.839, 2.679], [-6.873, -3.185, -0.544], [-4.692, -2.907, 0.602], [-3.046, -1.280, -3.036], [-5.252, -1.542, -4.131], [-2.885, 0.887, -1.717], [-3.122, 3.316, -1.303], [-1.789, 2.815, 2.717], [-1.527, 0.373, 2.346], [-0.956, -4.103, 1.499], [-1.396, -5.100, 3.724], [-4.135, -1.957, 4.630], [-3.739, -0.942, 2.402], [-0.478, 6.759, -1.445], [-0.042, 5.508, -1.255], [0.458, 5.164, -0.018], [0.905, 3.863, 0.181], [0.850, 2.936, -0.859], [0.336, 3.318, -2.100], [-0.112, 4.617, -2.306], [1.531, 0.973, -0.528], [2.745, 1.306, 1.163], [4.013, 1.898, 1.104], [4.752, 2.099, 2.260], [4.206, 1.710, 3.468], [4.920, 1.898, 4.582], [2.953, 1.142, 3.572], [2.221, 0.941, 2.409], [2.807, 0.668, -2.197], [4.204, 0.639, -2.195], [4.914, 0.417, -3.369], [4.212, 0.221, -4.542], [4.894, 0.013, -5.673], [2.833, 0.218, -4.590], [2.136, 0.437, -3.406], [0.490, 5.904, 0.772], [1.302, 3.587, 1.150], [0.285, 2.617, -2.926], [-0.508, 4.942, -3.261], [4.420, 2.254, 0.168], [5.732, 2.561, 2.238], [2.571, 0.851, 4.543], [1.246, 0.474, 2.487], [4.763, 0.771, -1.280], [5.997, 0.395, -3.383], [2.327, 0.047, -5.534], [1.049, 0.422, -3.444]], "lowdin_charge": [-0.10, 0.02, -0.17, -0.07, -0.56, 0.12, -0.20, 0.13, 0.10, 0.11, 0.13, 0.13, 0.14, 0.09, -0.28, 0.01, -0.10, -0.38, -0.14, 0.00, 1.61, -0.39, -0.11, 0.00, -0.29, 0.08, 0.00, -0.13, -0.39, -0.12, 0.01, -0.27, 0.09, 0.01, -0.12, 0.13, 0.09, 0.10, 0.13, 0.09, 0.13, 0.13, 0.10, 0.10, 0.13, 0.13, 0.11, 0.09, -0.28, 0.01, -0.11, -0.36, -0.12, 0.00, 1.64, -0.37, -0.11, 0.01, -0.27, 0.09, 0.02, -0.12, -0.38, -0.10, 0.01, -0.28, 0.09, 0.01, -0.16, 0.13, 0.10, 0.09, 0.13, 0.10, 0.13, 0.13, 0.09, 0.09, 0.13, 0.13, 0.09]}

2.
{"formula": "C4H12N3", "method": "the ωB97M-V functional and the def2-TZVPD basis", "gap_ha": 0.389, "e_tot_ev": -8805.4648, "total_charge": 1, "homo_energy_ev": -13.874, "smiles": "N/C=[NH+]\\CCCN", "elements": ["C", "C", "C", "N", "C", "N", "N", "H", "H", "H", "H", "H", "H", "H", "H", "H", "H", "H", "H"], "positions_angstrom": [[-2.050, 0.310, 0.115], [-1.269, -0.889, -0.589], [0.206, -1.031, 0.000], [2.965, -0.567, 0.337], [2.129, 0.531, 0.299], [0.851, 0.346, 0.104], [-1.426, 1.612, -0.314], [-3.081, 0.065, -0.066], [-2.000, 0.198, 1.207], [-1.151, -0.649, -1.620], [-1.981, -1.765, -0.413], [0.653, -1.557, -0.920], [0.075, -1.399, 0.945], [4.028, -0.509, 0.399], [2.546, -1.510, 0.733], [2.777, 1.335, 0.506], [0.306, 1.191, -0.128], [-1.920, 2.053, -1.081], [-1.658, 2.237, 0.485]], "lowdin_charge": [-0.23, -0.14, -0.11, 0.10, -0.11, 0.06, -0.02, 0.10, 0.11, 0.09, 0.14, 0.16, 0.09, 0.15, 0.17, 0.14, 0.10, 0.09, 0.10]}

3.
{"formula": "C34H60F3N3O10", "method": "the ωB97M-V functional and the def2-TZVPD basis", "gap_ha": 0.150, "e_tot_ev": -69307.9496, "total_charge": 2, "homo_energy_ev": -12.015, "elements": ["N", "C", "C", "N", "C", "C", "C", "C", "C", "C", "N", "C", "C", "O", "C", "C", "F", "F", "F", "C", "C", "C", "C", "H", "H", "H", "H", "H", "H", "H", "H", "H", "H", "H", "H", "H", "H", "H", "H", "H", "H", "C", "O", "C", "C", "O", "C", "C", "O", "C", "H", "H", "H", "H", "H", "H", "H", "H", "H", "H", "H", "H", "H", "H", "C", "O", "C", "C", "O", "C", "C", "O", "C", "H", "H", "H", "H", "H", "H", "H", "H", "H", "H", "H", "H", "H", "H", "C", "O", "C", "C", "O", "C", "C", "O", "C", "H", "H", "H", "H", "H", "H", "H", "H", "H", "H", "H", "H", "H", "H"], "positions_angstrom": [[5.486, -2.852, 1.751], [4.728, -2.986, 0.747], [4.344, -1.850, -0.212], [2.918, -1.430, 0.037], [2.346, -1.517, 1.230], [1.032, -1.153, 1.424], [0.328, -0.666, 0.329], [-1.128, -0.260, 0.434], [-1.865, -0.688, 1.558], [-3.183, -0.346, 1.620], [-3.772, 0.371, 0.657], [-5.231, 0.659, 0.790], [-5.950, -0.714, 0.913], [-5.393, -1.644, 0.008], [-5.326, -2.962, 0.534], [-5.507, -3.959, -0.614], [-4.723, -3.665, -1.659], [-6.776, -4.004, -1.017], [-5.169, -5.181, -0.168], [-3.096, 0.785, -0.401], [-1.755, 0.485, -0.549], [0.951, -0.546, -0.925], [2.248, -0.950, -1.018], [5.807, -1.877, 1.783], [4.265, -3.963, 0.549], [4.335, -2.284, -1.219], [5.007, -0.982, -0.142], [2.902, -1.878, 2.093], [0.595, -1.259, 2.410], [-1.363, -1.291, 2.303], [-3.768, -0.696, 2.466], [-5.620, 1.201, -0.076], [-5.380, 1.246, 1.703], [-5.898, -1.032, 1.965], [-7.019, -0.609, 0.673], [-6.178, -3.113, 1.214], [-4.395, -3.178, 1.082], [-3.578, 1.346, -1.198], [-1.253, 0.850, -1.438], [0.412, -0.150, -1.777], [2.728, -0.889, -1.993], [3.767, -5.466, 3.389], [4.517, -6.024, 4.430], [5.796, -5.413, 4.558], [6.406, -5.731, 5.907], [5.926, -4.894, 6.952], [4.613, -5.172, 7.425], [4.539, -6.407, 8.298], [4.472, -7.574, 7.495], [4.740, -8.744, 8.239], [4.293, -5.569, 2.430], [2.818, -5.997, 3.330], [3.563, -4.403, 3.591], [5.710, -4.326, 4.442], [6.441, -5.811, 3.763], [7.476, -5.522, 5.845], [6.293, -6.786, 6.161], [3.897, -5.221, 6.602], [4.346, -4.311, 8.041], [3.631, -6.365, 8.914], [5.418, -6.448, 8.953], [5.761, -8.725, 8.635], [4.645, -9.598, 7.570], [4.026, -8.858, 9.061], [5.919, 2.834, -7.900], [5.271, 3.214, -6.702], [3.889, 2.910, -6.723], [3.325, 2.946, -5.318], [3.566, 1.742, -4.585], [4.902, 1.571, -4.119], [5.232, 2.455, -2.930], [5.572, 3.753, -3.364], [5.557, 4.690, -2.308], [5.474, 3.339, -8.763], [6.965, 3.123, -7.824], [5.866, 1.748, -8.037], [3.723, 1.918, -7.161], [3.381, 3.666, -7.337], [2.238, 3.020, -5.396], [3.674, 3.820, -4.767], [5.622, 1.695, -4.928], [4.959, 0.528, -3.790], [6.099, 2.040, -2.394], [4.369, 2.496, -2.249], [4.549, 4.784, -1.887], [5.853, 5.656, -2.711], [6.263, 4.405, -1.520], [-10.423, 4.492, -2.637], [-9.298, 5.107, -2.042], [-8.769, 4.341, -0.980], [-7.365, 4.804, -0.647], [-6.370, 4.258, -1.515], [-6.317, 4.828, -2.824], [-5.689, 6.206, -2.853], [-6.641, 7.185, -2.487], [-6.036, 8.423, -2.175], [-11.219, 4.340, -1.901], [-10.791, 5.149, -3.422], [-10.144, 3.533, -3.087], [-8.753, 3.276, -1.249], [-9.415, 4.482, -0.102], [-7.115, 4.424, 0.347], [-7.299, 5.891, -0.608], [-7.301, 4.825, -3.295], [-5.677, 4.156, -3.402], [-5.345, 6.427, -3.873], [-4.831, 6.236, -2.168], [-5.377, 8.324, -1.305], [-6.826, 9.131, -1.931], [-5.469, 8.809, -3.028]], "lowdin_charge": [0.16, -0.22, -0.04, -0.02, 0.02, 0.06, -0.09, -0.09, 0.06, 0.01, -0.02, -0.02, -0.17, -0.11, -0.08, -0.61, 0.16, 0.17, 0.15, 0.04, 0.06, 0.06, 0.02, 0.08, 0.12, 0.14, 0.15, 0.15, 0.13, 0.13, 0.16, 0.14, 0.15, 0.13, 0.15, 0.15, 0.14, 0.17, 0.13, 0.13, 0.16, -0.14, -0.19, -0.20, -0.17, -0.13, -0.18, -0.21, -0.21, -0.10, 0.07, 0.09, 0.07, 0.12, 0.13, 0.13, 0.13, 0.12, 0.13, 0.13, 0.13, 0.09, 0.09, 0.09, -0.10, -0.20, -0.21, -0.18, -0.15, -0.18, -0.23, -0.19, -0.10, 0.09, 0.09, 0.09, 0.13, 0.13, 0.12, 0.12, 0.13, 0.11, 0.13, 0.12, 0.09, 0.10, 0.09, -0.10, -0.20, -0.22, -0.18, -0.16, -0.18, -0.21, -0.20, -0.10, 0.09, 0.09, 0.09, 0.12, 0.13, 0.12, 0.13, 0.13, 0.12, 0.13, 0.13, 0.09, 0.09, 0.09]}

4.
{"formula": "C4H10O2", "method": "the ωB97M-V functional and the def2-TZVPD basis", "gap_ha": 0.405, "e_tot_ev": -8403.4002, "total_charge": 0, "homo_energy_ev": -9.955, "smiles": "COC(C)OC", "elements": ["C", "C", "C", "C", "H", "H", "H", "H", "H", "H", "H", "H", "H", "H", "O", "O"], "positions_angstrom": [[0.715, -1.370, -0.955], [-0.038, 0.737, -0.038], [-0.574, 1.384, -1.286], [-0.286, -0.276, 2.134], [1.553, -2.005, -0.752], [-0.152, -1.762, -0.472], [0.635, -1.327, -2.120], [0.574, 1.496, 0.505], [-0.941, 0.484, -1.784], [-1.409, 1.993, -1.272], [0.330, 1.744, -1.761], [-1.181, -0.383, 2.777], [0.409, 0.476, 2.528], [0.166, -1.223, 1.903], [1.078, -0.121, -0.361], [-0.880, 0.154, 0.953]], "lowdin_charge": [-0.10, -0.44, 0.01, -0.10, 0.07, 0.07, 0.12, 0.15, 0.08, 0.06, 0.10, 0.10, 0.10, 0.08, -0.16, -0.15]}

5.
{"formula": "C10H19CrNO4S2", "method": "the ωB97M-V functional and the def2-TZVPD basis", "gap_ha": [0.276, 0.283], "multiplicity": 5, "e_tot_ev": -70450.5645, "total_charge": 0, "s2": 6.02, "homo_energy_ev": [-7.678, -7.900], "elements": ["Cr", "S", "S", "C", "C", "C", "N", "C", "C", "H", "H", "H", "H", "H", "H", "H", "H", "C", "H", "H", "H", "H", "H", "H", "H", "C", "C", "H", "H", "H", "H", "O", "C", "O", "C", "O", "O"], "positions_angstrom": [[-0.298, -0.820, 0.349], [-1.401, 1.280, 1.118], [2.021, -0.528, -0.572], [-2.658, 0.242, 1.954], [-2.302, 1.659, -0.451], [-1.983, 0.717, -1.602], [-0.560, 0.327, -1.469], [0.031, -0.446, -2.587], [1.541, -0.493, -2.347], [-1.959, 2.674, -0.695], [-3.371, 1.698, -0.214], [-2.149, 1.210, -2.574], [-2.590, -0.196, -1.582], [-0.206, 0.038, -3.551], [-0.425, -1.447, -2.590], [1.996, 0.441, -2.707], [2.024, -1.339, -2.851], [2.406, -2.304, -0.374], [-0.015, 1.200, -1.388], [1.549, -2.957, -0.599], [2.710, -2.436, 0.673], [3.245, -2.512, -1.043], [-2.282, 0.079, 2.972], [-2.808, -0.730, 1.455], [-3.588, 0.816, 1.984], [2.306, 3.097, 1.546], [2.002, 3.622, 0.355], [3.207, 2.489, 1.701], [1.616, 3.163, 2.401], [2.677, 3.514, -0.505], [1.099, 4.241, 0.230], [0.443, -2.697, 3.791], [0.129, -2.265, 2.700], [0.390, -1.090, 2.177], [-0.746, -3.236, 1.680], [-1.038, -4.345, 2.090], [-1.013, -2.665, 0.526]], "lowdin_spin": [3.69, 0.03, 0.05, 0.02, 0.01, 0.01, 0.02, 0.01, 0.01, 0.00, 0.00, 0.00, 0.00, 0.00, 0.00, 0.00, 0.00, 0.01, 0.00, 0.00, 0.00, 0.00, 0.00, 0.01, 0.00, 0.00, 0.00, 0.00, 0.00, 0.00, 0.00, 0.01, 0.01, 0.02, 0.01, 0.01, 0.06]}

6.
{"formula": "C18H24FINO4", "method": "the ωB97M-V functional and the def2-TZVPD basis", "gap_ha": 0.163, "e_tot_ev": -39547.3773, "total_charge": -1, "homo_energy_ev": -4.216, "elements": ["C", "C", "C", "C", "C", "C", "C", "C", "C", "C", "N", "F", "C", "I", "C", "O", "O", "H", "H", "H", "H", "H", "H", "H", "H", "H", "H", "H", "H", "H", "H", "H", "H", "H", "H", "H", "H", "C", "C", "C", "O", "C", "C", "C", "O", "H", "H", "H", "H"], "positions_angstrom": [[1.745, -1.661, 0.597], [1.967, -1.984, -0.915], [2.207, -0.747, -1.844], [1.993, -3.284, -1.480], [0.797, -4.006, -2.177], [-0.539, -3.995, -1.352], [-1.568, -2.868, -1.828], [-2.962, -3.507, -2.268], [-1.811, -1.941, -0.580], [-2.200, -0.466, -0.913], [-1.121, 0.296, -1.569], [-1.100, 0.020, -2.939], [-1.449, 1.756, -1.491], [0.064, 2.794, -0.301], [-1.545, 2.406, -2.932], [-0.521, 2.880, -3.444], [-2.677, 2.469, -3.520], [2.689, -1.481, 1.174], [1.104, -2.450, 1.065], [1.143, -0.715, 0.638], [3.214, -0.305, -1.629], [1.424, 0.049, -1.697], [2.213, -1.037, -2.927], [2.968, -3.844, -1.433], [0.647, -3.576, -3.210], [1.103, -5.071, -2.345], [-1.008, -5.010, -1.475], [-0.320, -3.914, -0.254], [-1.120, -2.357, -2.707], [-2.875, -4.618, -2.393], [-3.356, -3.026, -3.200], [-3.705, -3.352, -1.445], [-0.857, -1.892, 0.005], [-2.590, -2.384, 0.092], [-3.183, -0.360, -1.456], [-2.366, 0.050, 0.073], [-2.412, 1.916, -0.952], [1.738, 5.738, 3.651], [2.170, 4.540, 3.259], [1.799, 3.310, 3.997], [2.193, 2.219, 3.644], [0.930, 3.465, 5.187], [0.499, 4.662, 5.579], [0.869, 5.891, 4.840], [0.475, 6.983, 5.197], [1.999, 6.647, 3.125], [2.805, 4.410, 2.392], [0.668, 2.555, 5.714], [-0.137, 4.793, 6.446]], "lowdin_charge": [-0.07, -0.28, -0.07, -0.11, -0.21, -0.18, -0.32, -0.07, -0.16, -0.18, -0.15, -0.05, -0.60, 0.71, -0.80, -0.11, -0.10, 0.07, 0.06, 0.07, 0.09, 0.03, 0.08, 0.09, 0.11, 0.10, 0.10, 0.10, 0.12, 0.06, 0.08, 0.07, 0.08, 0.11, 0.14, 0.12, 0.07, 0.02, 0.02, -0.39, 0.10, 0.02, 0.01, -0.39, 0.09, 0.12, 0.12, 0.12, 0.12]}